Entry from the Open Molecules 2025 dataset: a cluster of 2 separate species, C9H23N2Si in total at a distorted geometry (the ωB97M-V functional and the def2-TZVPD basis).

Properties
* HOMO: -13.1 eV
* energy relative to the best compared isomer or geometry (same formula, charge and spin): 1.333 eV

```
! wB97M-V def2-TZVPD RIJCOSX def2/J DEFGRID3
* xyz 1 1
C 2.92014 1.15233 -0.06219
C 1.65360 -1.20355 0.33303
C 1.61677 1.66735 -0.57387
C 2.94496 -0.38638 -0.08570
C 0.54112 -0.66630 -0.42964
C 4.09370 -1.08758 0.76098
C -2.69795 0.60898 -1.55006
C -2.38760 1.02895 1.41908
C -4.24619 -1.22487 0.19727
N -1.23569 -1.29308 0.37963
N 0.36937 0.80621 -0.29996
Si -2.59218 -0.21920 0.05208
H 3.71013 1.51498 -0.66459
H 3.20749 1.43299 0.93854
H 1.89745 -2.23385 0.18045
H 1.52065 -0.96923 1.36947
H 1.34310 2.63316 -0.05080
H 1.47751 1.85031 -1.65689
H 3.06780 -0.71074 -1.16289
H 0.19269 -0.97950 -1.47528
H 4.03804 -0.68137 1.71575
H 5.12666 -0.97261 0.40896
H 3.93223 -2.12539 0.68151
H -2.08435 0.21401 -2.35926
H -3.61262 0.49468 -2.06282
H -2.46712 1.68963 -1.58838
H -3.21830 0.98543 2.02502
H -1.55405 0.75013 2.12063
H -2.40227 2.09433 1.10081
H -4.18448 -2.01061 1.06362
H -5.12535 -0.61031 0.36496
H -4.40564 -1.61893 -0.79545
H -1.21498 -2.11345 -0.18270
H 0.21173 0.95337 0.65681
H -0.43637 1.23011 -0.76814
*
```

***

Entry from the Open Molecules 2025 dataset: a structure of composition C39H90B4F16N6O6Pd at a distorted geometry (the ωB97M-V functional and the def2-TZVPD basis).

Properties
* HOMO: -16.4 eV
* expectation value of S²: 2.00
* energy relative to the best compared isomer or geometry (same formula, charge and spin): 0.424 eV

```
! wB97M-V def2-TZVPD RIJCOSX def2/J DEFGRID3
* xyz 4 3
Pd 1.08165 0.78810 0.31190
C -0.75515 -2.04013 -5.12406
C -0.55933 -0.57961 -5.34240
C -1.86138 0.19125 -5.30412
O -1.59650 1.54543 -5.15503
C -2.73481 2.34987 -5.23954
N 0.29112 0.00078 -4.26538
H 0.40073 1.05096 -4.36932
H -0.06188 -0.24381 -3.33168
H 1.29755 -0.28331 -4.24464
H 0.14622 -2.59093 -5.26188
H -1.51319 -2.45747 -5.79248
H -1.15192 -2.30722 -4.16622
H -0.01594 -0.43402 -6.28916
H -2.56123 -0.10771 -4.53341
H -2.43952 -0.02298 -6.23317
H -2.41858 3.38985 -5.37534
H -3.34422 2.22973 -4.36452
H -3.27900 2.06450 -6.11795
C -6.07664 -12.15819 -9.07557
C -4.83747 -11.42607 -9.42615
C -3.99072 -11.09911 -8.20610
O -3.45393 -12.32391 -7.86854
C -2.28443 -12.48140 -7.03003
N -4.02733 -12.32710 -10.29327
H -3.17647 -11.87929 -10.68690
H -3.65532 -13.08614 -9.73155
H -4.58278 -12.76341 -11.06925
H -6.41546 -12.74929 -9.92438
H -6.82024 -11.43924 -8.75163
H -5.84309 -12.85567 -8.28732
H -5.08050 -10.58205 -10.06741
H -4.68346 -10.62502 -7.51156
H -3.25790 -10.28143 -8.31517
H -1.71573 -11.51963 -6.78226
H -1.65458 -13.13880 -7.66154
H -2.53566 -13.07553 -6.15442
C 4.26728 -4.30280 -1.00276
C 5.05817 -3.07526 -1.26682
C 5.65685 -3.00357 -2.67359
O 5.62727 -1.63768 -3.15941
C 6.36049 -1.57099 -4.34320
N 4.28609 -1.83209 -0.96026
H 4.70042 -1.04841 -1.51493
H 3.28108 -1.87859 -1.15499
H 4.38978 -1.58061 0.05034
H 4.78909 -5.25771 -1.26872
H 3.43710 -4.27608 -1.72283
H 3.84886 -4.35811 -0.01077
H 5.91477 -2.85530 -0.57238
H 5.02113 -3.61007 -3.40547
H 6.64882 -3.33440 -2.58155
H 7.41804 -1.81883 -4.26013
H 6.27862 -0.50751 -4.61181
H 5.88258 -2.22693 -5.06766
C -3.90969 1.69915 3.74779
C -4.22421 0.42920 2.99686
C -3.03006 -0.54631 2.88575
C -3.44377 -1.92371 2.52505
C -4.17656 -2.50503 3.75733
C -5.50509 -1.75873 4.05353
N -5.30075 -0.29245 3.80217
O -6.22335 0.40182 4.27134
C -5.99465 -1.93199 5.45268
C -6.52723 -2.05309 2.95717
C -4.67551 0.78253 1.55204
H -3.15710 2.22188 3.14651
H -3.51296 1.42971 4.75121
H -4.75216 2.38694 3.79583
H -2.46181 -0.40087 3.77428
H -2.47485 0.01150 2.07130
H -2.57087 -2.54663 2.43204
H -3.98532 -2.05494 1.56729
H -3.48828 -2.50445 4.61683
H -4.43228 -3.60333 3.66044
H -6.34483 -2.96848 5.57497
H -6.88921 -1.30905 5.61834
H -5.18739 -1.77321 6.23570
H -6.90685 -3.07697 3.03088
H -6.14873 -2.06668 1.92585
H -7.38986 -1.37988 3.04606
H -4.92236 -0.06726 0.89585
H -3.85250 1.34744 1.05938
H -5.52578 1.47129 1.56737
C 4.09962 0.98598 11.14689
C 4.18344 2.50252 10.71821
C 5.18893 2.72273 9.37236
C 4.62933 1.86435 8.26577
C 3.35587 2.39674 7.69095
C 2.28467 2.41767 8.87750
N 2.82551 2.93450 10.12945
O 2.10121 3.48922 10.86957
C 1.68876 0.97567 9.08258
C 1.19142 3.40064 8.32012
C 4.58551 3.47571 11.85696
H 4.33147 0.80034 12.19677
H 4.83654 0.25217 10.52153
H 3.06400 0.56768 11.05046
H 6.25024 2.43280 9.72727
H 5.24333 3.75910 8.94074
H 4.46250 0.80660 8.56755
H 5.37667 1.90534 7.49033
H 2.87391 1.63050 7.21031
H 3.27070 3.26267 7.03815
H 2.45930 0.10311 9.25499
H 1.07198 0.81023 8.17199
H 0.96267 1.14764 9.91416
H 0.89331 3.29622 7.27526
H 1.44016 4.46598 8.53384
H 0.23190 3.31208 8.90509
H 5.60954 3.24729 12.11901
H 4.01979 3.25336 12.78078
H 4.44093 4.54789 11.74836
C 0.95061 4.87983 -1.35258
C 0.87196 5.79250 -2.67797
C -0.59343 5.81951 -3.16104
C -0.95341 7.01463 -4.04279
C -0.71763 8.35303 -3.28015
C 0.79543 8.52919 -2.78919
N 1.31076 7.20823 -2.11570
O 2.18549 7.20028 -1.27211
C 1.00665 9.57622 -1.72220
C 1.79382 8.64415 -4.01683
C 1.78467 5.49734 -3.74993
H 0.22609 4.05218 -1.70033
H 0.59883 5.41885 -0.45314
H 1.99899 4.55085 -1.24055
H -1.32592 5.66400 -2.32849
H -0.64951 4.94389 -3.78766
H -1.97428 6.96687 -4.45635
H -0.18176 6.94949 -4.86008
H -1.44953 8.48558 -2.45568
H -0.98494 9.06986 -4.02153
H 0.56772 10.47425 -2.16407
H 2.10285 9.66228 -1.51980
H 0.40761 9.45756 -0.86186
H 1.73095 9.64980 -4.41605
H 1.32268 8.00309 -4.75617
H 2.83336 8.36620 -3.81472
H 1.77562 4.37511 -3.90260
H 2.82369 5.64041 -3.52412
H 1.56697 5.92887 -4.73895
B -0.19797 -1.79955 -0.77948
F -0.10373 -3.13198 -0.35027
F -1.09171 -0.97770 -0.14011
F 1.16044 -1.25351 -0.54129
F -0.28127 -1.67220 -2.15855
B 3.16788 -0.27043 1.84734
F 3.26057 0.58779 0.50835
F 3.35276 -1.55977 1.57448
F 4.00475 0.32998 2.71380
F 1.74224 0.05330 2.22767
B -0.67734 2.86406 1.09712
F -1.25160 3.16192 -0.09676
F 0.78425 2.82553 1.02499
F -1.07335 3.62275 2.07763
F -0.97042 1.35288 1.30306
B 2.17174 1.40905 -2.70952
F 0.97792 1.36199 -1.75796
F 2.45424 0.05858 -2.98456
F 1.81856 2.21935 -3.75204
F 3.26902 1.90176 -1.90162
*
```

***

no.,LUMO (eV)
1,-3.315
2,-8.919